13
Properties=species:S:1:pos:R:3:forces:R:3 method="wB97M-V/def2-TZVPD" relative_energy_ev=0.536 e_tot_ha=-323.76128 homo_lumo_gap_ev=10.32
O -0.213 0.783 1.409 -0.200 0.076 0.145
O -0.273 -0.994 -2.402 0.045 0.204 0.263
N -0.638 0.995 -1.373 -0.006 -0.025 -0.109
C 0.053 -0.578 1.073 0.058 -0.311 -0.070
C 0.782 -0.633 -0.264 0.041 -0.069 -0.013
C -0.091 -0.249 -1.454 0.023 -0.023 -0.072
H -1.240 1.303 -2.120 0.073 -0.045 0.092
H -0.878 -1.159 1.015 0.109 0.125 0.001
H -0.526 1.543 -0.534 -0.030 -0.107 -0.151
H 1.145 -1.646 -0.450 -0.053 0.133 0.033
H 0.679 -1.032 1.852 -0.085 0.089 -0.132
H -1.085 0.833 1.814 0.134 0.029 0.055
H 1.648 0.039 -0.212 -0.109 -0.077 -0.043